# 1
ORCA calculation (ωB97M-V with the def2-TZVPD basis set) on C44H42CuN5O2P2STe as an isolated structure.

## Properties
Net charge: -1
2S+1: 2
Energy in eV: -139201.7244

Structure (XYZ):
```
98
C44H42CuN5O2P2STe | OMol25 | ωB97M-V with the def2-TZVPD basis set
Te 3.7710 3.3369 -0.0791
Cu -0.1225 0.2754 0.8218
S -3.6759 0.3128 1.0075
P 2.5541 0.2070 -0.5302
P 0.5951 2.2293 -0.3590
O -3.4976 1.7434 0.9881
O -4.7202 -0.2452 0.1854
N -2.2276 -0.3034 0.6868
N -2.8736 -2.5594 1.1199
N 3.9928 5.3550 -4.5845
N -5.0319 -1.0943 6.6337
N -0.6408 -1.8742 0.6142
C 0.7974 0.3676 2.6005
C 0.2387 4.0123 -0.1027
C -0.4147 2.4253 3.4372
C -1.2932 1.6443 -4.5445
C -3.0545 -0.2489 3.6359
C 6.5978 -0.7587 -0.5704
C -4.0477 -0.1605 2.6747
C -5.3675 -0.4027 3.0229
C -2.0058 1.2967 -3.4072
C 4.8548 3.8298 -2.9435
C -1.4374 1.4705 -2.1501
C 0.9269 1.7188 3.2703
C 4.3115 -0.1176 -0.1102
C 5.2973 -0.5239 -1.0040
C 2.3217 -1.1460 -4.9669
C -0.0098 2.1678 -4.4254
C 3.1322 5.7835 -3.6620
C -0.2208 -3.1186 0.7472
C -2.4169 -3.7975 1.2347
C 3.0731 5.2881 -2.3668
C -4.7001 -0.8122 5.3042
C -0.6977 6.1193 -0.8404
C -0.2693 6.7374 0.3237
C 2.3396 1.9818 -0.6077
C 0.6453 4.6446 1.0728
C -1.0880 -4.1552 1.0550
C 1.6755 -1.8632 -3.9728
C -5.6935 -0.7215 4.3302
C 4.8354 4.3929 -4.2118
C 6.9344 -0.5947 0.7636
C 2.5095 -0.3295 -2.2985
C 0.5560 2.3355 -3.1728
C -3.3749 -0.5753 4.9415
C 1.6298 1.5929 4.6261
C -0.1535 1.9885 -2.0244
C 3.0543 -0.0107 -4.6337
C 4.6628 0.0258 1.2351
C 0.4003 5.9919 1.2839
C -1.9642 -1.6238 0.8020
C 3.1345 0.3967 -3.3133
C 1.7743 -1.4561 -2.6460
C 3.9508 4.2787 -1.9868
C 5.9568 -0.2024 1.6701
C -0.4493 4.7691 -1.0505
H -3.0052 0.8872 -3.4873
H -3.1551 -4.5512 1.4949
H -0.7991 4.3079 -1.9629
H 1.5782 2.3277 2.6315
H 0.7353 6.4584 2.2021
H -1.2337 6.6840 -1.5933
H -0.7484 -5.1748 1.1559
H 1.5648 2.7205 -3.0673
H 2.4451 6.5637 -3.9752
H 7.3499 -1.0699 -1.2856
H 5.0563 -0.6639 -2.0488
H 1.7763 -0.0696 2.3927
H 2.6201 1.1443 4.5191
H 3.6618 1.3090 -3.0517
H 0.8433 -3.2816 0.6028
H 0.5545 2.4348 -5.3112
H -6.7268 -0.9091 4.6003
H -2.0021 1.2056 -1.2653
H -6.1315 -0.3580 2.2586
H -0.9797 2.4628 2.5033
H 6.2037 -0.0736 2.7169
H -0.2843 3.4499 3.7961
H 2.2413 -1.4569 -6.0015
H 5.5327 4.0484 -4.9699
H 1.0450 0.9565 5.2973
H 3.5438 0.5670 -5.4092
H -1.7320 1.5032 -5.5252
H -0.4618 7.7909 0.4858
H 1.7487 2.5682 5.1070
H -5.8959 -1.5972 6.7543
H 2.3331 5.6712 -1.6733
H 7.9490 -0.7740 1.0975
H 0.2274 -0.3444 3.2149
H -1.0298 1.9014 4.1753
H 1.1706 4.0854 1.8312
H -4.2842 -1.4907 7.1794
H 5.5595 3.0400 -2.7107
H -2.5924 -0.6468 5.6890
H 3.9066 0.3318 1.9505
H 1.0817 -2.7326 -4.2281
H -2.0237 -0.0695 3.3594
H 1.2470 -2.0032 -1.8712
```



# 2
ORCA calculation (ωB97M-V with the def2-TZVPD basis set) on C3H5O3V as an isolated structure in a non-equilibrium geometry.

## Properties
2S+1: 5
Energy in eV: -35015.8811

Structure (XYZ):
```
12
C3H5O3V | OMol25 | ωB97M-V with the def2-TZVPD basis set
V 1.7239 1.6254 0.0810
O -1.2112 0.0077 0.4068
O 1.6648 -0.2456 0.0047
O -1.7007 2.0501 0.4044
C -0.3330 -1.1611 0.3513
C 0.7041 -0.9988 -0.7449
C -0.7035 1.1899 0.3703
H 0.3080 -0.6054 -1.6993
H 1.1280 -2.0059 -0.9117
H 0.7758 -0.8088 1.1304
H -1.0066 -1.9898 0.1020
H -1.3496 2.9423 0.5050
```



# 3
ORCA calculation (ωB97M-V with the def2-TZVPD basis set) on C40H30ClN4NiO2PS3 as an isolated structure in a non-equilibrium geometry.

## Properties
Energy in eV: -147383.0627

Structure (XYZ):
```
82
C40H30ClN4NiO2PS3 | OMol25 | ωB97M-V with the def2-TZVPD basis set
Ni -1.0589 1.3815 1.1595
Cl 1.0459 1.1525 3.7594
S -2.9416 -1.3859 -2.5801
S 0.3112 5.1873 2.7341
S -3.9070 -2.0526 0.4666
P 0.5966 -0.1778 0.7999
O -3.8850 -2.4224 -2.2145
O -3.4144 -0.2902 -3.3890
N -2.1831 -0.8205 -1.2878
N -2.3292 -0.0711 0.9352
N 1.2656 -4.2063 -5.6691
N 0.0220 2.9981 1.4197
C 2.3892 0.4478 2.8965
C 0.8257 0.6086 -3.7021
C -1.0030 -3.2698 -2.9273
C 4.7070 -0.1512 2.9785
C -2.9474 -0.4132 2.1322
C 3.5990 3.2065 0.4522
C 0.1095 -1.8876 1.2018
C -0.5663 -4.4999 1.8784
C 3.9579 4.3280 1.2057
C 1.7847 -0.5416 -1.8361
C -0.3451 0.5802 -1.5837
C 3.3281 -0.8577 1.1493
C -0.2952 -2.1938 2.4991
C -0.6300 -3.4949 2.8349
C 1.3607 3.3498 1.2704
C -0.3617 -2.4257 -5.4884
C -1.6393 -2.1647 -3.4766
C 3.0152 5.0013 1.9574
C 3.6131 0.4752 3.5478
C 0.1803 -2.8976 0.2492
C -4.2959 4.4899 2.6574
C -0.6387 3.8971 2.1040
C 2.2238 -0.1710 1.6568
C -2.5195 2.5574 1.6020
C -0.2313 1.0111 -2.9127
C -2.9320 4.6980 2.7473
C -4.7703 3.3453 2.0243
C -3.8070 -1.4361 2.0747
C 1.7151 4.5083 1.9680
C 1.8191 -0.2144 -3.1801
C -1.3312 -1.7548 -4.7622
C 0.3117 -3.5128 -4.9328
C -0.1597 -4.2003 0.5876
C 4.5569 -0.8410 1.7847
C -0.0290 -3.9358 -3.6431
C -2.0756 3.7418 2.2085
C -2.7149 -0.8665 -0.0759
C 2.3086 2.7175 0.4675
C 0.7521 -0.0887 -1.0125
C -3.8987 2.3898 1.5130
H 3.2754 5.8934 2.5111
H -4.4089 -1.8339 2.8741
H -0.3520 -1.4120 3.2481
H 2.6365 -0.5556 -3.8015
H -5.8386 3.1955 1.9260
H 4.3402 2.7188 -0.1676
H 0.8971 0.9606 -4.7240
H -0.9898 1.6748 -3.3080
H 5.3920 -1.3760 1.3525
H 3.2220 -1.4404 0.2484
H 2.0269 1.8877 -0.1650
H 3.6913 0.9767 4.5023
H -0.1174 -2.1035 -6.4941
H -4.9872 5.2184 3.0598
H -4.3124 1.5124 1.0330
H 0.4940 -2.6596 -0.7589
H -0.1117 -4.9820 -0.1609
H -0.8848 1.2864 -0.9596
H -1.2915 -3.6112 -1.9416
H 4.9772 4.6893 1.1791
H 0.4712 -4.7971 -3.2138
H -0.9493 -3.7250 3.8432
H 1.6890 -3.6975 -6.4270
H 1.9304 -4.7400 -5.1345
H 5.6634 -0.1263 3.4838
H -2.7204 0.1729 3.0094
H -1.8475 -0.9004 -5.1789
H 2.5946 -1.1348 -1.4397
H -2.5419 5.5961 3.2138
H -0.8359 -5.5147 2.1408
```



# 4
ORCA calculation (ωB97M-V with the def2-TZVPD basis set) on the molecule C4H4S in a non-equilibrium geometry.

## Properties
2S+1: 3
Energy in eV: -15042.0401

Structure (XYZ):
```
9
C4H4S | OMol25 | ωB97M-V with the def2-TZVPD basis set
S -1.9160 -0.5536 0.0624
C -0.1342 1.1552 0.0776
C -1.4862 1.2502 0.0625
C 0.6904 -0.1565 0.1027
C -0.3227 -1.2450 0.1516
H 0.5119 2.0388 0.0090
H 1.5587 -0.2744 0.8198
H -0.1138 -2.2899 -0.2930
H 1.2118 0.0751 -0.9925
```